1.
{
  "formula": "C20H33Cl2N4O3V",
  "method": "ωB97M-V/def2-TZVPD",
  "s2": 3.794,
  "multiplicity": 4,
  "charge": -1,
  "gap_ev": [2.65, 6.20],
  "symbols": ["O", "C", "C", "C", "H", "C", "H", "C", "H", "C", "H", "C", "H", "H", "C", "C", "H", "H", "H", "C", "C", "H", "H", "H", "H", "V", "Cl", "Cl", "C", "O", "N", "C", "C", "H", "H", "H", "H", "H", "H", "H", "H", "H", "C", "C", "N", "H", "C", "O", "H", "H", "H", "H", "C", "N", "C", "C", "N", "H", "H", "H", "H", "H", "H"],
  "xyz": [[1.83302, -2.47120, 2.48226], [1.91129, -2.79643, 1.31399], [3.06062, -2.60011, 0.35114], [3.88383, -1.47973, 0.49953], [3.41485, -0.58985, 0.91679], [5.22142, -1.55567, 0.09933], [5.88601, -0.70735, 0.28159], [5.68823, -2.70529, -0.56083], [6.75889, -2.80685, -0.77573], [4.78163, -3.71794, -0.92992], [5.12760, -4.57250, -1.51940], [3.43798, -3.62040, -0.53773], [2.66100, -4.29611, -0.90654], [1.04646, -3.24183, 0.77653], [-0.46933, -2.67585, -1.82229], [0.03819, -1.29697, -1.83286], [0.35920, -3.37760, -2.03679], [-1.29076, -2.85329, -2.54888], [-0.87380, -2.91610, -0.82713], [1.21889, -0.77661, -2.38709], [1.21956, -0.66017, -3.90938], [2.18748, -0.82142, -1.85872], [1.88231, -1.43211, -4.31900], [1.57351, 0.29690, -4.31206], [0.19023, -0.83948, -4.27139], [-0.04600, 0.37780, -1.17858], [1.74164, 1.83461, -1.48748], [-1.68556, 0.69271, -2.65175], [-1.02938, 3.49683, -1.02713], [-1.22570, 2.46574, -0.35462], [-1.87808, 4.53904, -0.96680], [-3.12497, 4.36766, -0.23869], [-1.79179, 5.61966, -1.92628], [-0.14136, 3.59221, -1.67313], [-3.05506, 3.47683, 0.39358], [-3.95439, 4.23690, -0.94713], [-3.32385, 5.25111, 0.37575], [-0.80878, 5.56290, -2.40352], [-1.90701, 6.59134, -1.43472], [-2.57581, 5.52420, -2.68848], [-5.19702, -1.74944, 1.02237], [-3.77227, -2.74818, 3.21047], [-4.41119, -2.28816, 0.48004], [-3.10570, -3.11579, 2.41755], [-3.16910, -2.28142, 1.23440], [-4.24594, -1.81150, -0.48465], [-2.15315, -1.44763, 0.90478], [-2.25031, -0.60102, -0.00021], [-2.08150, -3.12722, 2.80390], [-1.20781, -1.59534, 1.47603], [-4.73259, -3.32595, 0.34822], [-3.41736, -4.13826, 2.17387], [0.65114, 1.63234, 3.96501], [0.29695, 2.07997, 2.61614], [0.10113, 3.52102, 2.36554], [0.22853, 1.21711, 1.67628], [0.17121, 0.42859, 0.79438], [0.57012, 2.50664, 4.60446], [1.67699, 1.23628, 3.99355], [-0.05040, 0.85369, 4.29941], [0.78953, 3.88372, 1.59139], [-0.93045, 3.71831, 2.04950], [0.29700, 4.03665, 3.30113]]
}



2.
{
  "formula": "C20H33Cl8IO3S",
  "method": "ωB97M-V/def2-TZVPD",
  "gap_ev": 8.50,
  "symbols": ["C", "C", "I", "C", "O", "S", "O", "O", "C", "C", "C", "C", "C", "C", "C", "C", "C", "H", "H", "H", "H", "H", "H", "H", "H", "H", "H", "H", "H", "H", "H", "H", "H", "H", "Cl", "C", "C", "Cl", "H", "H", "H", "H", "Cl", "C", "C", "Cl", "H", "H", "H", "H", "Cl", "C", "C", "Cl", "H", "H", "H", "H", "Cl", "C", "C", "Cl", "H", "H", "H", "H"],
  "xyz": [[2.82856, 2.04964, 0.61849], [3.24228, 2.78221, -0.65474], [2.55894, 4.80874, -0.57084], [2.62460, 2.17830, -1.91668], [3.20018, 0.88097, -2.10318], [2.20063, -0.17956, -2.88038], [2.89214, -1.42943, -2.69568], [0.88503, -0.17589, -1.94204], [0.98447, -0.87553, -0.67567], [-0.24238, -0.58864, 0.16068], [-0.45185, 0.92327, 0.48224], [-1.68179, 1.46055, -0.21301], [-2.95723, 1.14863, 0.24546], [-4.08731, 1.60289, -0.40969], [-3.97183, 2.38638, -1.55001], [-2.70636, 2.71676, -2.00753], [-1.57844, 2.25844, -1.34332], [1.78070, 2.26492, 0.83052], [3.39545, 2.45109, 1.45958], [3.02437, 0.98326, 0.53229], [4.32575, 2.75193, -0.75527], [2.85069, 2.83312, -2.76131], [1.53878, 2.13130, -1.80619], [1.03284, -1.94731, -0.87968], [1.91187, -0.63029, -0.15555], [-0.11922, -1.14748, 1.08926], [-1.11043, -0.98154, -0.36985], [-0.57221, 1.01922, 1.56053], [0.39869, 1.50562, 0.13118], [-3.07814, 0.53422, 1.13244], [-5.07325, 1.35683, -0.03371], [-4.84338, 2.74508, -2.08171], [-2.59014, 3.33243, -2.89123], [-0.60425, 2.53815, -1.73170], [-0.82219, 3.38103, 2.08316], [-1.88882, 4.70963, 1.56218], [-3.32352, 4.46706, 1.95286], [-4.04367, 3.11367, 1.04663], [-1.78231, 4.81653, 0.48543], [-1.52514, 5.61750, 2.04097], [-3.91524, 5.35395, 1.73140], [-3.41134, 4.24449, 3.01336], [-0.93461, -3.02608, 2.59064], [0.03591, -4.52619, 2.56189], [1.46361, -4.27796, 2.96538], [2.34333, -3.30886, 1.75159], [-0.02690, -4.94184, 1.55877], [-0.42690, -5.22075, 3.26235], [1.98665, -5.22839, 3.05693], [1.52209, -3.75429, 3.91613], [2.33021, 2.59076, -6.16772], [3.43362, 1.19892, -6.33077], [4.83991, 1.53230, -5.90569], [5.62992, 2.67444, -7.02367], [3.39731, 0.86591, -7.36474], [3.04019, 0.40654, -5.69546], [5.44209, 0.62545, -5.89688], [4.85905, 1.97184, -4.91130], [-0.92621, -7.04040, 4.81724], [-2.58710, -6.80939, 4.19984], [-3.62710, -7.24871, 5.19707], [-3.62882, -9.01450, 5.42966], [-2.67329, -7.35932, 3.26618], [-2.70502, -5.74587, 3.99137], [-4.61576, -6.97208, 4.83504], [-3.46767, -6.78369, 6.16648]]
}



3.
{
  "formula": "C20H33ClN2O4",
  "method": "ωB97M-V/def2-TZVPD",
  "smiles": "CN(CC1(O)CN(C(=O)C[C@@H]2C[C@@H](O)C2(C)C)C1)C(=O)C1(Cl)CCCCC1",
  "gap_ev": 9.71,
  "symbols": ["C", "N", "C", "C", "O", "C", "N", "C", "O", "C", "C", "C", "C", "O", "C", "C", "C", "C", "C", "O", "C", "Cl", "C", "C", "C", "C", "C", "H", "H", "H", "H", "H", "H", "H", "H", "H", "H", "H", "H", "H", "H", "H", "H", "H", "H", "H", "H", "H", "H", "H", "H", "H", "H", "H", "H", "H", "H", "H", "H", "H"],
  "xyz": [[-1.91606, 3.83320, -1.96128], [-0.99821, 2.91937, -1.29346], [-1.56350, 2.07956, -0.25113], [-2.80979, 1.29020, -0.64348], [-3.92002, 2.14804, -0.65708], [-2.57857, 0.35281, -1.85756], [-2.34538, -0.71217, -0.89370], [-1.97792, -1.99854, -1.10415], [-1.72304, -2.41776, -2.21820], [-1.78638, -2.79945, 0.16698], [-0.44179, -2.43559, 0.78695], [0.84862, -3.05854, 0.21330], [1.40160, -3.13469, 1.64314], [2.22001, -1.99865, 1.87157], [-0.05514, -2.99745, 2.18324], [-0.27943, -2.06740, 3.35884], [-0.63964, -4.37652, 2.45310], [-2.90726, 0.01119, 0.23692], [0.12176, 2.57536, -2.00691], [0.26119, 2.96293, -3.15249], [1.31837, 1.88850, -1.29821], [0.98379, 0.09621, -1.42234], [1.57844, 2.31487, 0.14781], [2.82910, 1.66698, 0.73991], [4.06139, 1.94853, -0.10997], [3.82757, 1.50462, -1.54885], [2.57788, 2.15299, -2.13337], [-1.34363, 4.62831, -2.43118], [-2.50689, 3.33405, -2.73245], [-2.59675, 4.24133, -1.21760], [-0.82799, 1.33545, 0.03206], [-1.81607, 2.68222, 0.62738], [-4.68670, 1.66836, -0.98731], [-3.48271, 0.19625, -2.45649], [-1.74082, 0.57329, -2.51846], [-2.59957, -2.58829, 0.86856], [-1.82326, -3.85506, -0.09908], [-0.32404, -1.34808, 0.80856], [0.67499, -4.03928, -0.22821], [1.44026, -2.45546, -0.47240], [1.92647, -4.05107, 1.93455], [2.48153, -1.98712, 2.79754], [0.13746, -2.48125, 4.28185], [0.17655, -1.09264, 3.17919], [-1.34967, -1.91834, 3.52742], [-0.18864, -4.80715, 3.35012], [-1.71883, -4.32735, 2.61388], [-0.45559, -5.06411, 1.62540], [-2.32002, -0.00559, 1.15888], [-3.94411, -0.26529, 0.45982], [1.70523, 3.40326, 0.11477], [0.73136, 2.12124, 0.79907], [2.96935, 2.04823, 1.75418], [2.66980, 0.58869, 0.82742], [4.27505, 3.02353, -0.09290], [4.93364, 1.44329, 0.30964], [4.68381, 1.76475, -2.17433], [3.72747, 0.41729, -1.58628], [2.39721, 1.82834, -3.15466], [2.70750, 3.23956, -2.16851]]
}